[1]
14
Properties=species:S:1:pos:R:3:forces:R:3:lowdin_charge:R:1 method="wB97M-V/def2-TZVPD" smiles="N[C@H](C=O)CC=O" lumo_energy_ev=0.69 relative_energy_ev=2.250 charge=0 homo_lumo_gap_ev=10.45
N -1.576808 0.035247 -0.369120 -0.19 0.22 0.63 0.032
C 0.932959 0.465793 0.355693 -1.94 1.18 1.35 -0.099
H -0.786808 0.479944 1.898355 0.02 -0.06 -0.46 0.117
O 0.790317 -1.693873 -2.075941 -0.51 0.42 1.88 0.046
H 0.020634 0.639595 -1.567009 0.25 -0.15 0.00 0.135
H 1.289658 1.466463 0.091318 0.15 -0.14 0.12 0.131
C 0.308917 -1.379339 -0.994524 -0.57 0.03 -2.26 -0.221
C 0.292399 0.613466 1.727662 2.01 0.61 2.21 -0.227
H -1.918898 0.970075 -0.150014 0.10 -0.20 0.09 0.082
C -0.147129 0.056216 -0.654458 1.36 -1.37 -2.40 -0.381
H 0.080836 -2.131388 -0.219128 0.23 -0.05 0.14 0.135
H -2.078839 -0.233018 -1.221381 0.39 0.03 0.37 0.093
H 1.806744 -0.182190 0.474558 -0.28 -0.10 -0.33 0.133
O 0.986017 0.893009 2.703991 -1.04 -0.42 -1.33 0.023

[2]
14
Properties=species:S:1:pos:R:3:forces:R:3:lowdin_charge:R:1 method="wB97M-V/def2-TZVPD" lumo_energy_ev=0.11 relative_energy_ev=6.182 charge=0 homo_lumo_gap_ev=10.07
H -0.531409 2.455368 0.020428 0.00 -0.11 -0.09 0.097
O -0.520948 -0.847903 -0.823885 0.03 -0.06 -0.14 -0.011
C 1.130895 0.314213 0.508557 0.25 -0.27 0.12 -0.469
H -0.896306 -1.313110 1.215278 -0.02 0.11 -0.13 0.124
C -0.605971 1.653963 -0.720623 -0.04 0.01 -0.02 0.016
O 1.858994 1.261538 1.034444 -0.01 0.08 0.01 0.060
H 1.473960 -2.602535 -0.087520 -0.01 -0.10 -0.01 0.015
H -1.634316 1.596348 -1.085711 0.14 -0.01 0.07 0.094
H -2.241805 -0.388606 0.340923 0.17 -0.02 -0.01 0.125
N 2.088590 -0.431485 0.830555 -0.35 0.24 -0.15 0.289
C -1.183438 -0.638341 0.409606 -0.18 -0.05 0.23 -0.060
C -0.209516 0.334982 -0.111522 0.07 0.20 0.00 -0.427
H 1.220115 -3.291138 0.030529 0.02 0.02 0.01 0.047
H 0.051155 1.896704 -1.561059 -0.07 -0.03 0.12 0.100

[3]
14
Properties=species:S:1:pos:R:3:forces:R:3:lowdin_charge:R:1 method="wB97M-V/def2-TZVPD" lumo_energy_ev=0.72 relative_energy_ev=4.637 charge=0 homo_lumo_gap_ev=9.44
H -2.305284 -0.985783 0.371359 0.10 0.10 -0.06 0.081
O 2.280501 -0.129233 -0.051091 0.05 -0.20 0.01 -0.033
C 1.181325 0.300035 0.670419 -0.18 0.45 0.13 -0.350
H -0.067763 2.019760 0.898277 0.05 -0.15 -0.06 0.075
H 1.203459 0.087302 1.740867 0.00 -0.01 -0.17 0.129
N -1.610508 0.792568 -0.422379 0.02 -0.30 -0.23 -0.033
H 2.452411 -1.055777 0.169946 0.04 0.15 -0.10 0.086
C -0.021172 -1.329455 0.207253 0.44 -1.17 -0.04 -0.061
C -1.729677 -0.519699 -0.431302 -0.26 0.16 -0.02 -0.255
O 0.478761 -2.366703 0.106439 -0.49 1.04 0.08 0.134
H 0.734659 1.788134 -0.757641 -0.07 -0.04 0.16 0.089
H -1.358877 1.115479 -1.354824 0.02 -0.02 0.06 0.047
C 0.472528 1.382454 0.215830 0.21 -0.09 0.10 -0.001
H -1.710359 -1.099080 -1.363149 0.06 0.08 0.15 0.091